# C37H44F3N3O9Si2

A molecular structure, C37H44F3N3O9Si2 at a distorted geometry (ωB97M-V/def2-TZVPD, the Open Molecules 2025 dataset).

```
98
C37H44F3N3O9Si2 ωB97M-V/def2-TZVPD
C 4.020 -0.786 1.584
H -2.410 -5.344 1.350
C -2.900 4.084 0.731
C -0.857 -6.873 1.881
H 1.398 -2.166 3.158
H 1.423 -7.660 -1.420
H 8.143 -3.125 -5.025
H -1.258 -7.862 2.258
N 1.725 -6.960 -0.735
H -1.592 -6.846 -0.290
C -2.119 -1.293 0.008
C 0.704 4.716 2.624
C 3.962 -3.319 2.418
H 4.496 -2.576 0.357
C -8.362 8.294 -0.507
H 0.494 0.353 1.933
O -8.273 7.602 0.489
H -7.056 8.591 -3.690
C 6.428 -0.415 -3.640
C -4.364 3.525 -1.658
Si -0.847 -4.191 2.894
C -0.637 -7.028 0.305
O -8.665 10.620 -3.851
H 2.166 -3.519 0.125
H 2.119 -1.766 -0.362
C -1.885 -5.715 2.299
C 0.773 3.322 2.135
C 5.511 -1.073 -2.931
C 1.967 5.348 3.062
O 8.273 -0.535 -5.092
H -3.174 1.791 -1.883
C -3.859 4.938 0.374
C -7.645 8.778 -2.801
H 5.136 -0.621 1.442
C -1.953 -0.986 -1.379
H 3.727 -0.671 2.674
H -0.350 -8.114 0.087
Si 0.866 -2.164 1.796
O -5.536 5.506 -1.173
H 0.166 -5.412 -1.002
C -9.292 9.443 -0.561
C 7.439 -1.135 -4.445
H 0.996 -5.541 0.651
C -9.392 10.201 -1.653
C -2.601 2.883 -0.081
H 1.762 -4.606 -2.089
H 4.670 -5.659 -1.209
H 1.991 1.639 1.742
N 3.993 -6.291 -0.761
H 6.475 0.666 -3.661
C 2.800 -6.120 -1.276
H 4.003 -2.700 3.378
C -7.545 8.020 -1.709
H -2.302 4.228 1.622
H -0.158 2.874 1.816
H 4.763 -0.562 -2.337
C 0.071 -0.478 1.282
H 4.986 -3.797 2.252
H -9.882 9.630 0.328
H 3.367 -4.413 -2.283
F -2.865 -2.480 0.303
C 3.745 -2.323 1.172
H 0.418 -0.250 0.214
H 0.165 -6.654 2.338
H -6.869 7.176 -1.651
C -8.575 9.926 -2.856
C -4.663 4.724 -0.847
H 6.430 -4.353 -3.700
C 3.190 3.289 2.530
H 0.237 -4.604 3.795
C -1.529 -0.516 1.238
C 3.123 4.684 3.019
H -4.091 5.821 0.956
C 0.593 -6.140 -0.228
F -2.855 -0.219 -2.133
O -0.313 -3.383 1.469
H -2.662 -6.023 3.059
H -1.947 0.562 1.199
H -4.963 3.383 -2.549
N 2.620 -5.128 -2.334
O 4.631 -3.151 -2.268
C 5.468 -2.550 -2.918
C 7.395 -2.614 -4.431
C -3.405 2.670 -1.302
C 2.297 -2.462 0.523
H 3.170 -4.130 2.476
H 4.058 5.130 3.336
O -0.351 5.319 2.664
H 3.412 -0.145 0.878
H 1.900 6.369 3.416
F -0.854 -1.483 -2.105
H -1.940 -0.963 2.204
H -1.714 -3.295 3.699
C 6.478 -3.271 -3.722
O 4.244 2.684 2.490
H -10.067 11.045 -1.711
O -1.721 2.097 0.249
C 1.925 2.659 2.094
```



# C37H44InN8OPS3

A molecular structure, C37H44InN8OPS3 (ωB97M-V/def2-TZVPD, the Open Molecules 2025 dataset).

```
95
C37H44InN8OPS3 ωB97M-V/def2-TZVPD
H -4.533 -2.670 -0.864
N 0.068 2.035 -1.192
H 1.992 -0.301 3.929
H 2.221 1.286 4.662
H -6.202 7.024 -0.750
S -1.064 3.220 2.284
H 3.585 -0.717 -3.514
H 3.233 -4.127 -2.058
H -0.289 -0.477 -3.861
C 2.567 -3.692 -2.794
C 5.172 1.255 -0.604
C 3.037 -2.719 0.125
H 0.976 3.566 4.865
H -4.694 0.970 1.619
C 2.318 -4.383 -3.970
H 5.356 0.931 -3.968
H 5.996 -4.230 0.823
C 0.854 -2.608 -4.667
N -4.676 4.171 -0.541
C -2.443 5.628 -0.069
O -1.399 -0.630 -0.716
C 4.161 -4.574 1.882
C 5.026 0.765 -2.950
H 2.002 2.018 -0.438
C 5.601 1.476 -1.908
H -4.110 -2.023 5.380
H 1.255 -4.347 -5.837
C 4.170 0.333 -0.351
H -1.154 -3.600 -2.352
H -1.523 6.169 0.122
H 0.242 3.207 -4.189
S -3.294 1.925 -0.845
In -1.251 1.454 0.630
H -3.711 -4.167 -0.388
H -2.489 -1.375 5.671
C 1.460 -3.826 -4.910
C -4.433 -0.387 3.344
H 0.181 -2.178 -5.401
C -3.706 -3.337 -1.098
H -1.217 -4.262 -0.703
C 4.389 -3.056 0.031
H 3.817 0.181 0.661
H -2.704 -2.822 4.663
C 0.034 3.014 4.783
C -6.173 6.048 -0.265
H -5.364 -0.494 3.872
H 2.789 -5.340 -4.151
H 4.598 -5.292 2.564
N -2.315 4.334 -0.342
P 2.205 -1.511 -0.972
C 3.593 -0.395 -1.393
H -6.503 6.180 0.767
C -2.425 -1.307 -0.741
C -0.068 2.325 3.440
C 2.265 -3.311 1.122
C 1.982 -2.457 -2.529
H 0.334 -0.413 -2.305
C 1.694 2.779 -2.537
C -2.304 -0.674 2.907
H -1.274 -0.989 2.988
H -6.862 5.369 -0.761
S 0.662 0.278 1.682
C -4.789 5.473 -0.288
H -3.411 -0.872 -0.528
H 1.227 -3.015 1.227
N 0.504 -0.673 -3.271
C 4.947 -3.977 0.903
C -3.444 3.654 -0.546
C -3.669 6.259 -0.028
N -2.456 -2.613 -1.019
H 5.613 1.809 0.215
H 2.211 -4.691 2.764
H 6.381 2.200 -2.108
H -1.467 2.386 -2.439
C 2.821 -4.240 1.992
H -0.385 -2.721 -1.016
C 0.608 1.189 3.210
H 5.003 -2.586 -0.727
C -4.091 0.327 2.238
C 1.093 -1.911 -3.478
N -0.455 2.402 -2.365
C 1.371 2.255 -1.278
H -3.852 -3.740 -2.102
C -1.231 -3.344 -1.293
N -3.284 -1.021 3.763
H 0.874 0.274 5.165
H 2.670 3.038 -2.908
C 1.470 0.579 4.300
C 4.028 -0.168 -2.694
C -3.131 -1.859 4.937
N -2.758 0.131 1.973
C 0.489 2.865 -3.199
H -0.779 3.725 4.914
H -3.758 7.313 0.193
H -0.001 2.303 5.611
```



# C37H45BN12O2S4Ta

A molecular structure, C37H45BN12O2S4Ta at a distorted geometry (ωB97M-V/def2-TZVPD, the Open Molecules 2025 dataset).

```
102
Properties=species:S:1:pos:R:3
C 2.283 -0.932 1.706
H -2.593 -2.173 2.842
C -3.493 0.212 -1.311
H 7.561 3.216 -5.034
C 0.612 -1.661 4.509
H 1.932 1.902 -3.200
O 2.182 -3.368 0.297
C 0.901 2.405 2.168
N -3.643 -0.731 -2.245
N 4.892 -2.077 -0.384
C -2.405 -2.769 0.094
C 6.249 0.482 -2.610
S 3.239 -0.226 -1.250
C 3.168 1.084 2.896
N -1.167 -2.336 0.328
H -2.967 -2.049 -3.950
C -4.776 -1.464 -1.948
C 7.197 2.453 -4.356
S -1.796 0.221 2.042
H 0.058 4.225 -0.101
N -4.546 0.125 -0.458
C 4.753 -0.972 -1.128
H 2.061 -1.064 -5.160
H 3.717 2.867 3.961
H 0.410 -3.678 5.290
B -3.082 -0.863 -3.729
C -2.048 -4.336 4.138
Ta -0.058 0.200 -0.190
H -3.894 -0.317 -4.441
N 5.903 -0.575 -1.728
N 0.599 1.694 -0.894
C 7.579 0.485 -3.031
H -2.126 -4.779 3.141
C 0.189 4.096 -1.179
H 4.365 1.500 -2.728
H 0.530 -5.158 -0.258
S -2.197 1.371 -1.196
C 2.518 3.228 -0.885
H 3.024 3.971 -1.507
H -2.435 0.960 -5.743
C 1.234 2.721 -2.985
C 1.846 -0.233 -4.490
H 2.181 -0.476 -3.492
H 1.602 4.050 3.338
H 6.690 -1.174 -1.542
N 0.104 -0.701 3.739
S -0.174 -1.410 -2.183
C -0.339 -4.522 -0.169
C -1.579 0.589 -5.205
H 4.040 0.500 3.152
C -5.348 -0.931 -0.848
H 5.196 3.224 -4.276
H 2.723 -1.782 4.515
C 1.217 -2.659 0.482
N 1.204 -1.354 0.954
H 1.595 3.635 -3.465
C -0.264 0.701 -5.483
C -0.162 -3.198 0.197
H -6.252 -1.196 -0.320
H -0.792 3.934 -1.630
H -1.805 -5.983 -0.745
H -1.589 -5.061 4.806
C -1.060 -0.897 3.116
H -3.198 -2.034 0.211
C -0.491 -0.467 -3.609
H -5.934 0.998 0.818
H 0.252 2.464 -3.397
H 2.003 -1.885 6.132
H 5.786 -2.511 -0.222
H 9.087 1.444 -4.201
C 2.975 2.381 3.339
N -1.715 -0.150 -4.044
C 1.808 3.046 2.988
C 2.193 0.511 2.100
C 8.048 1.459 -3.892
H -4.649 2.088 0.268
H -5.097 -2.283 -2.574
C 1.929 -1.392 5.163
H 0.615 5.017 -1.586
C -2.682 -4.071 -0.286
H -3.703 -4.372 -0.480
H 0.254 1.188 -6.295
C 1.133 2.924 -1.470
C -1.231 -3.087 4.075
C 5.393 1.480 -3.064
O 3.177 -1.612 2.170
C -4.873 1.081 0.605
N 1.099 1.162 1.726
H -3.059 -4.122 4.492
C -0.032 -2.898 4.686
C 5.875 2.453 -3.933
N 0.409 0.031 -4.479
H 8.257 -0.289 -2.681
H 2.430 3.627 0.130
H -0.019 2.883 1.857
C -1.625 -4.963 -0.426
H 4.075 -2.476 0.063
H 3.127 2.321 -0.847
H -4.302 0.880 1.503
N -1.715 -2.068 3.327
H 2.082 -0.320 5.267
H 2.371 0.654 -4.838
```

Results
Net charge = +1



Highest occupied orbital energy readings, ordered: -7.926, -6.310, -10.079 eV
Relative energy (zero: lowest compared OMol25 entry of this formula, charge and spin) readings, ordered: 346.5, 0.0, 0.0 kJ/mol
Calculated total energy readings, ordered: -3155.98080, -3675.78585, -3919.21820 hartree